(1)
The following is a quantum chemistry calculation of a structure of composition C20H15N6STc in a non-equilibrium geometry, from the Open Molecules 2025 dataset.

```
43
C20H15N6STc, DFT ωB97M-V with the def2-TZVPD basis set
Tc 1.701 -1.398 -0.430
N 0.981 1.737 1.928
C 0.553 0.484 2.035
S 1.725 -0.770 1.840
N -0.729 0.286 2.300
C -1.527 -0.899 2.393
C -1.065 -2.122 2.863
C -1.935 -3.201 2.926
C -3.259 -3.069 2.540
C -3.722 -1.839 2.094
C -2.861 -0.759 2.022
H 1.947 1.918 1.701
H 0.387 2.532 2.110
H -1.295 1.125 2.321
H -0.057 -2.239 3.223
H -1.572 -4.150 3.297
H -3.933 -3.912 2.603
H -4.756 -1.718 1.803
H -3.231 0.201 1.677
N 0.892 -2.604 -1.636
C 0.240 -3.427 -2.217
N -0.346 -4.318 -2.782
C -1.456 -4.753 -3.315
N -2.427 -5.174 -3.774
C 2.645 4.201 -1.265
C 3.390 3.105 -0.798
C 2.827 1.857 -0.734
C 1.489 1.635 -1.137
C 0.855 0.354 -1.111
C -0.481 0.242 -1.452
C -1.227 1.357 -1.854
C -0.627 2.585 -1.943
C 0.731 2.755 -1.581
C 1.343 4.027 -1.644
H 3.105 5.179 -1.314
H 4.422 3.244 -0.504
H 3.421 1.021 -0.392
H -0.970 -0.726 -1.427
H -2.269 1.231 -2.117
H -1.186 3.441 -2.301
H 0.758 4.869 -1.993
N 4.238 -1.118 -2.298
C 3.277 -1.190 -1.659
```

Values from the calculation:
2S+1 ... 4
HOMO (alpha / beta) ... -0.43105 / -0.43786 hartree
LUMO energy (alpha / beta) ... -4.64 / -5.74 eV
Total charge ... +1
Kohn-Sham gap (alpha / beta) ... 7.09 / 6.18 eV

Results of the Mulliken charge analysis, in e, for atoms 1 through 4:
1. Tc -0.144
2. N -0.263
3. C 0.607
4. S -0.403

***

(2)
The following is a quantum chemistry calculation of a structure of composition C8H32BF6NO12S2V in a non-equilibrium geometry, from the Open Molecules 2025 dataset.

```
63
C8H32BF6NO12S2V, DFT ωB97M-V with the def2-TZVPD basis set
V -0.512 -13.254 17.407
B -1.631 -11.042 16.166
F -1.113 -9.816 16.398
F -2.008 -11.610 17.322
F -2.657 -11.086 15.233
F -0.613 -11.852 15.747
N -1.319 -14.501 16.120
S -1.007 -15.704 15.081
O -0.869 -15.514 13.642
O -1.320 -17.051 15.531
F 0.542 -15.625 15.418
S -2.857 -14.550 15.401
O -3.789 -15.607 15.729
O -3.054 -13.892 14.111
F -3.399 -13.500 16.479
C 2.617 -12.635 16.633
O 1.331 -13.263 16.421
H 2.658 -11.731 16.026
H 2.596 -12.458 17.708
H 3.393 -13.359 16.380
H 1.320 -13.391 15.469
C -3.808 -16.785 19.359
O -3.335 -16.121 18.186
H -4.758 -17.317 19.306
H -3.013 -17.497 19.583
H -3.794 -16.179 20.265
H -3.698 -16.575 17.422
C 0.815 -12.977 12.389
O 1.454 -13.153 13.622
H 1.423 -12.383 11.706
H 0.587 -13.948 11.950
H -0.085 -12.362 12.406
H 2.045 -13.906 13.542
C -1.500 -19.781 18.206
O -0.416 -20.526 17.594
H -2.358 -20.396 18.477
H -1.194 -19.243 19.103
H -1.898 -18.941 17.638
H 0.085 -21.016 18.250
C -0.168 -16.190 19.061
O 0.374 -15.012 18.527
H -1.016 -15.876 19.669
H -0.480 -16.949 18.344
H 0.704 -16.577 19.589
H 1.325 -15.137 18.568
C 0.061 -16.938 11.058
O 1.138 -16.538 10.226
H 0.330 -16.784 12.103
H -0.675 -16.160 10.855
H -0.205 -17.990 10.953
H 1.960 -16.782 10.657
C -0.295 -19.604 13.933
O -0.954 -20.500 13.123
H -0.765 -19.451 14.905
H 0.630 -20.082 14.256
H -0.028 -18.629 13.526
H -0.371 -20.831 12.436
C -2.678 -12.942 19.864
O -2.179 -13.720 18.740
H -2.163 -13.319 20.748
H -2.529 -11.869 19.745
H -3.754 -13.108 19.923
H -2.627 -14.569 18.731
```

Values from the calculation:
2S+1 ... 4
HOMO (alpha / beta) ... -0.30422 / -0.36085 hartree
LUMO energy (alpha / beta) ... -1.31 / -1.29 eV
Kohn-Sham gap (alpha / beta) ... 6.97 / 8.53 eV

Results of the Mulliken charge analysis, in e, for atoms 1 through 4:
1. V 0.964
2. B 0.075
3. F -0.382
4. F -0.209

***

(3)
The following is a quantum chemistry calculation of the ion C5H13N2O with charge +1 in a non-equilibrium geometry, from the Open Molecules 2025 dataset.

```
21
C5H13N2O, DFT ωB97M-V with the def2-TZVPD basis set
O 0.735 -1.992 -0.076
C 0.013 -1.134 0.409
N -0.894 -1.353 1.343
C -1.784 -0.384 1.977
C 0.190 0.324 -0.157
N 1.098 0.090 -1.318
C 0.459 0.171 -2.674
C 0.790 1.285 0.845
H -0.971 -2.302 1.672
H -1.217 0.404 2.486
H -2.395 -0.878 2.715
H -2.395 0.153 1.257
H -0.773 0.650 -0.523
H 1.435 -0.885 -1.161
H 1.858 0.754 -1.252
H 0.003 1.142 -2.828
H -0.208 -0.684 -2.733
H 1.233 -0.011 -3.394
H 1.542 0.828 1.465
H 1.238 2.172 0.407
H 0.042 1.650 1.539
```

Values from the calculation:
HOMO ... -0.52078 hartree
LUMO energy ... -2.81 eV
Total charge ... +1
Kohn-Sham gap ... 11.36 eV

Results of the Mulliken charge analysis, in e, for atoms 1 through 4:
1. O -0.684
2. C 0.530
3. N -0.143
4. C -0.812

***

(4)
The following is a quantum chemistry calculation of a cluster of 3 separate species, C16H34Br2FNO2 in total, from the Open Molecules 2025 dataset.

```
56
C16H34Br2FNO2, DFT ωB97M-V with the def2-TZVPD basis set
C -0.620 -1.967 2.742
C -1.014 -0.902 1.716
Br -0.952 -1.666 -0.078
C -2.322 -0.181 2.056
Br -2.950 1.008 0.638
N -3.290 -1.096 2.602
F -4.459 -0.372 2.896
C -3.746 -2.197 1.756
O -3.607 -3.324 2.105
O -4.341 -1.786 0.636
H 0.466 -2.023 2.811
H -0.984 -2.951 2.455
H -1.043 -1.738 3.720
H -0.251 -0.128 1.688
H -2.080 0.521 2.853
H -4.277 -2.496 -0.018
C 0.997 5.800 4.610
C 0.140 5.717 3.351
C -0.660 4.420 3.241
C 0.189 3.149 3.180
C 1.202 3.106 2.035
C 0.551 3.176 0.657
H 1.753 5.013 4.637
H 1.519 6.756 4.667
H 0.381 5.702 5.506
H 0.774 5.840 2.468
H -0.560 6.556 3.338
H -1.303 4.471 2.359
H -1.335 4.345 4.100
H -0.488 2.291 3.083
H 0.715 3.011 4.128
H 1.772 2.175 2.115
H 1.930 3.914 2.144
H -0.167 2.362 0.542
H 1.295 3.087 -0.135
H 0.018 4.115 0.506
C 1.917 -1.229 -3.045
C 1.006 -1.641 -4.196
C 0.256 -2.947 -3.936
C 1.148 -4.171 -3.726
C 2.107 -4.470 -4.877
C 1.402 -4.767 -6.196
H 2.707 -1.961 -2.871
H 2.395 -0.269 -3.245
H 1.339 -1.135 -2.123
H 1.589 -1.720 -5.118
H 0.271 -0.851 -4.371
H -0.433 -3.133 -4.765
H -0.373 -2.821 -3.047
H 0.508 -5.044 -3.563
H 1.726 -4.049 -2.805
H 2.725 -5.328 -4.600
H 2.798 -3.633 -5.014
H 0.722 -5.616 -6.090
H 2.120 -5.011 -6.979
H 0.817 -3.914 -6.543
```

Values from the calculation:
HOMO ... -0.37532 hartree
LUMO energy ... 0.33 eV
Kohn-Sham gap ... 10.54 eV

Results of the Mulliken charge analysis, in e, for atoms 1 through 4:
1. C -1.331
2. C 0.126
3. Br -0.118
4. C -0.544